[1]
This record from the Open Molecules 2025 dataset describes C38H40N11O2Pd as an isolated structure. The level of theory is wB97M-V/def2-TZVPD.

Geometry (Å):
Pd: 0.129 0.047 -0.319
O: -1.179 0.733 1.885
O: 4.856 -3.587 2.908
N: -0.008 2.052 -0.792
N: -0.615 -3.786 1.599
N: -0.387 -0.559 -2.649
N: 4.018 0.910 1.856
N: 4.482 0.372 0.728
N: 0.124 -2.070 0.407
N: 0.303 -4.210 0.732
N: 2.290 0.052 0.856
N: -0.431 -1.527 -4.982
N: 6.632 -4.285 3.989
N: 6.159 -5.311 3.272
C: 6.598 -0.207 5.790
C: 5.455 0.411 3.765
C: -0.999 -0.194 -5.007
C: -1.218 -2.368 -4.101
C: 4.915 1.469 2.828
C: 3.243 4.518 0.040
C: -1.246 -1.746 -2.680
C: 6.572 -1.540 5.420
C: 2.085 -5.938 0.718
C: 3.427 -0.135 0.146
C: 5.861 -3.266 3.761
C: 2.589 -7.040 0.035
C: -3.582 2.198 -1.481
C: 0.617 -5.607 0.598
C: -3.720 3.491 -1.976
C: -0.705 -2.498 1.386
C: 4.729 -6.752 1.086
C: 2.919 -5.224 1.563
C: -1.361 3.860 -1.694
C: 0.942 -1.463 -4.517
C: 5.104 -4.889 2.641
C: -0.923 0.428 -3.592
C: 0.748 -3.168 0.021
C: 0.975 -0.916 -3.068
C: -2.351 1.739 -1.072
C: 1.061 2.857 -0.503
C: 5.415 -0.919 3.398
C: 6.038 0.765 4.975
C: 1.999 4.812 0.573
C: 5.963 -1.899 4.222
C: -2.603 4.306 -2.092
C: 3.408 3.380 -0.736
C: 4.240 -5.629 1.750
C: 0.920 3.993 0.315
C: 3.903 -7.442 0.220
C: 2.697 0.702 1.931
C: 2.339 2.551 -0.999
C: -1.208 2.565 -1.151
H: 2.080 0.993 2.757
H: -0.899 -2.459 -1.929
H: 5.748 1.913 2.276
H: -0.270 1.300 -3.573
H: -4.439 1.544 -1.430
H: -2.703 5.297 -2.510
H: 3.471 -0.662 -0.789
H: 5.750 -7.056 1.252
H: 4.378 3.156 -1.153
H: 0.234 -5.975 -0.360
H: -2.257 -1.441 -2.399
H: -0.443 0.398 -5.734
H: 7.004 -2.303 6.046
H: 1.867 5.691 1.183
H: 6.064 1.803 5.271
H: -2.031 -0.268 -5.350
H: -4.684 3.845 -2.302
H: 7.060 0.085 6.722
H: 0.074 -6.110 1.404
H: 1.375 -2.464 -4.575
H: 2.549 -4.363 2.100
H: -1.910 0.742 -3.252
H: -0.047 4.205 0.747
H: -2.133 0.852 1.837
H: 1.497 -0.818 -5.199
H: 1.589 -0.013 -3.002
H: -1.358 -1.840 1.927
H: -2.226 -2.456 -4.511
H: 2.468 1.676 -1.624
H: 4.079 5.175 0.221
H: 4.400 2.255 3.383
H: -0.775 -3.365 -4.087
H: -0.804 1.604 2.058
H: 1.364 -1.662 -2.368
H: 1.947 -7.596 -0.633
H: 1.500 -3.244 -0.738
H: 4.981 -1.223 2.458
H: -0.487 4.474 -1.847
H: 4.280 -8.302 -0.316
H: -2.219 0.716 -0.697

Values from the calculation:
E_HOMO (spin up / spin down)   -9.4 / -9.4 eV
Net charge   +1
Kohn-Sham gap (spin up / spin down)   0.1948 / 0.1949 hartree
Energy above the lowest of the compared OMol25 structures with the same formula, charge and spin   160.3 kJ/mol

Results of the Mulliken charge analysis, in e, for atoms 1 through 2: 0.482, -0.468

[2]
This record from the Open Molecules 2025 dataset describes C38H40N5O7P2PdS as an isolated structure. The level of theory is wB97M-V/def2-TZVPD.

Geometry (Å):
Pd: -0.726 -0.322 -0.464
S: 0.915 2.500 -1.696
P: -3.461 1.218 -0.107
P: -3.406 -1.785 0.423
O: 1.882 2.855 -0.670
O: -0.204 3.376 -1.838
O: 3.687 0.325 0.542
O: -1.948 1.222 0.241
O: -1.917 -1.488 0.667
O: 1.954 -1.142 0.086
O: 0.201 -0.996 -2.458
N: 3.902 3.447 1.451
N: 0.448 0.949 -1.460
N: 6.183 3.032 1.619
N: -0.059 1.107 2.168
N: 5.147 3.028 -0.435
C: -4.247 -0.189 0.744
C: 1.944 0.285 -4.773
C: 3.444 1.926 3.385
C: -4.751 -4.748 3.598
C: -3.991 -2.946 1.632
C: -2.850 -2.506 -2.194
C: 3.643 3.366 2.889
C: -5.969 3.963 1.510
C: 1.119 1.593 2.292
C: -4.557 -4.169 1.273
C: -4.176 -3.534 3.961
C: -5.443 2.756 1.079
C: -3.794 -2.637 2.983
C: 5.082 3.165 0.884
C: -5.252 0.603 -3.677
C: -4.172 2.725 0.507
C: 1.466 0.800 -3.583
C: -2.725 1.318 -2.763
C: -3.968 5.101 0.788
C: -2.961 1.198 -4.124
C: -5.534 -2.966 -2.787
C: 2.838 -0.422 0.291
C: -4.219 0.829 -4.578
C: -4.941 -5.063 2.261
C: -3.433 3.901 0.351
C: -5.172 -2.549 -1.520
C: 2.644 1.144 -5.614
C: -3.747 1.051 -1.858
C: 2.005 1.395 3.467
C: 0.684 0.142 -2.521
C: -5.233 5.131 1.365
C: -4.558 -3.140 -3.763
C: 2.378 2.996 -4.067
C: -3.222 -2.909 -3.469
C: -5.022 0.716 -2.317
C: 1.692 2.132 -3.243
C: 2.855 2.475 -5.269
C: -3.825 -2.317 -1.220
H: -5.388 -6.007 1.983
H: 4.478 3.830 3.411
H: 4.045 1.269 2.752
H: 3.126 3.496 0.807
H: -1.774 1.683 -2.406
H: 3.394 3.121 -5.948
H: 1.776 -0.752 -5.033
H: 2.038 0.343 3.764
H: 2.534 4.036 -3.809
H: -4.143 0.016 1.814
H: -5.044 -5.454 4.363
H: -5.310 -0.273 0.511
H: -5.939 -2.413 -0.765
H: -3.339 -1.696 3.271
H: 4.297 2.975 -0.978
H: -2.170 1.409 -4.831
H: 1.448 1.909 4.262
H: 6.019 2.824 -0.894
H: -3.408 6.017 0.666
H: -4.405 0.741 -5.640
H: -1.800 -2.373 -1.970
H: -6.954 3.994 1.957
H: 1.349 2.383 1.581
H: 2.786 4.004 3.109
H: -2.464 -3.059 -4.225
H: -5.651 6.073 1.694
H: -5.840 0.553 -1.625
H: -4.843 -3.466 -4.754
H: 7.081 2.918 1.179
H: 6.189 3.232 2.604
H: -0.776 1.483 1.516
H: 3.842 1.835 4.396
H: 3.030 0.774 -6.554
H: -6.029 1.853 1.191
H: -6.239 0.344 -4.036
H: -4.032 -3.294 5.006
H: -0.393 0.390 2.808
H: -6.573 -3.161 -3.015
H: -4.687 -4.435 0.233
H: -2.461 3.880 -0.128

Values from the calculation:
E_HOMO   -15.7 eV
Net charge   +3
Kohn-Sham gap   0.2574 hartree
Energy above the lowest of the compared OMol25 structures with the same formula, charge and spin   0.0 kJ/mol

Results of the Mulliken charge analysis, in e, for atoms 1 through 2: 0.404, 0.866

[3]
This record from the Open Molecules 2025 dataset describes C38H41AsCl5N5Na as an isolated structure. The level of theory is wB97M-V/def2-TZVPD.

Geometry (Å):
As: -1.397 0.254 -0.361
Cl: 8.549 1.568 0.118
Cl: 8.403 1.411 3.308
Cl: 5.850 1.813 -1.622
Cl: 2.998 1.053 3.122
Cl: 5.659 0.782 4.680
Na: 2.304 1.085 0.473
N: 3.056 -3.402 -0.655
N: -0.546 1.522 0.671
N: 3.977 -1.309 -1.240
N: 2.594 -1.400 0.621
N: 2.573 4.160 -1.001
C: -4.095 -4.506 2.960
C: -4.683 2.097 -2.622
C: 1.341 -3.558 1.112
C: -2.655 4.428 1.693
C: 6.982 1.322 2.321
C: -0.683 4.268 3.058
C: 1.943 -2.235 1.591
C: -2.076 0.174 3.019
C: -2.799 -2.300 0.076
C: -2.694 2.494 -3.839
C: 5.732 1.232 3.035
C: -2.249 3.407 0.858
C: 4.653 -1.806 -2.427
C: -2.378 -1.100 0.743
C: 4.664 1.312 0.868
C: -3.394 -3.336 0.823
C: -2.508 -1.016 2.148
C: 5.801 1.600 0.154
C: -4.071 2.721 -3.757
C: -2.004 1.801 -2.835
C: -0.473 1.580 -3.057
C: 3.991 -3.080 -2.906
C: 2.294 3.017 -0.864
C: -4.050 1.380 -1.578
C: 4.561 1.291 2.224
C: -2.533 -2.546 -1.416
C: -4.986 0.756 -0.519
C: -3.484 -3.318 2.208
C: -1.051 2.661 1.209
C: -4.849 3.657 -4.678
C: -3.067 -2.122 2.827
C: 3.863 -4.024 -1.702
C: -1.889 4.844 2.797
C: 2.404 -4.297 0.338
C: -0.258 3.201 2.264
C: -2.644 1.233 -1.670
C: 3.164 -2.048 -0.393
C: 7.033 1.540 0.903
H: -2.098 2.817 -4.655
H: 4.134 -0.338 -1.009
H: -3.767 -4.216 0.339
H: 4.671 -1.001 -3.196
H: 4.845 -4.360 -1.315
H: 0.416 -3.358 0.561
H: -3.272 -3.260 -1.860
H: -5.986 0.656 -0.950
H: -3.583 4.982 1.525
H: 0.710 2.756 2.490
H: 1.973 -5.102 -0.306
H: -4.833 3.364 -5.749
H: -2.797 3.126 -0.034
H: 5.738 -1.968 -2.238
H: -4.640 -0.251 -0.180
H: 2.677 -2.403 2.432
H: 2.968 -2.872 -3.256
H: 3.133 -4.807 0.976
H: -2.679 1.050 2.747
H: -2.338 5.598 3.425
H: -3.853 -4.465 4.007
H: 4.469 -3.599 -3.735
H: 1.206 -1.584 2.054
H: -3.680 -5.399 2.506
H: -5.169 -4.518 2.857
H: -1.582 -3.047 -1.561
H: 0.124 1.747 -2.156
H: -5.778 2.134 -2.518
H: -2.258 -0.090 4.064
H: 3.342 -4.932 -1.996
H: -0.069 4.688 3.864
H: -0.244 2.372 -3.762
H: -2.636 -1.594 -1.968
H: -5.076 1.335 0.448
H: 0.973 -4.160 1.959
H: -5.889 3.721 -4.311
H: -3.268 -1.972 3.894
H: -4.371 4.656 -4.641
H: 2.931 5.068 -1.257
H: -0.303 0.555 -3.439
H: -1.017 0.411 2.862

Values from the calculation:
E_HOMO   -3.6 eV
Net charge   -1
Kohn-Sham gap   0.2031 hartree

Results of the Mulliken charge analysis, in e, for atoms 1 through 2: 1.822, -0.226

[4]
This record from the Open Molecules 2025 dataset describes C38H41AsCoNS6 as an isolated structure. The level of theory is wB97M-V/def2-TZVPD.

Geometry (Å):
As: -2.245 1.150 0.409
Co: -0.663 -0.802 0.032
S: -1.320 0.216 -2.714
S: -2.317 -2.427 -0.920
S: -1.211 -1.351 2.151
S: 2.089 -0.547 1.866
S: 0.989 -2.849 -1.973
S: 1.962 0.440 -2.470
N: 1.248 -0.845 0.547
C: 2.315 -2.033 2.826
C: -1.615 -3.802 -1.875
C: -4.637 1.829 -1.075
C: 1.891 -4.349 3.211
C: -4.507 4.550 -0.565
C: 0.066 2.443 1.606
C: 1.046 0.946 -3.946
C: -3.464 1.960 2.950
C: 2.667 -4.290 4.359
C: 3.089 -1.955 3.976
C: 5.762 -1.185 0.299
C: 0.768 3.909 -0.647
C: 1.530 4.010 0.510
C: -2.126 -0.059 2.939
C: -2.333 -0.173 4.318
C: -0.707 2.354 0.455
C: 2.826 -1.043 -3.036
C: -0.302 0.264 -4.206
C: -3.691 1.818 4.307
C: -2.676 1.034 2.271
C: -3.524 3.707 -0.068
C: -3.345 -1.592 -2.141
C: 3.744 -0.330 1.253
C: 1.708 -3.211 2.433
C: -5.555 4.035 -1.317
C: 3.265 -3.094 4.742
C: 6.182 0.117 0.046
C: 5.381 1.193 0.399
C: -3.114 0.750 4.988
C: -3.587 2.338 -0.320
C: -0.447 -3.538 -2.820
C: 1.172 3.283 1.638
C: -2.642 -0.879 -3.289
C: -0.352 3.090 -0.674
C: -5.621 2.674 -1.572
C: 4.151 0.973 1.005
C: 4.537 -1.418 0.905
C: 1.977 -2.265 -3.376
H: 7.141 0.291 -0.424
H: 1.687 0.821 -4.820
H: -3.918 -0.892 -1.538
H: 5.710 2.205 0.204
H: -1.887 -1.004 4.851
H: 2.804 -5.178 4.962
H: -0.219 1.891 2.495
H: -4.454 5.612 -0.363
H: -4.051 -2.323 -2.537
H: -6.319 4.696 -1.704
H: 3.532 -1.269 -2.232
H: 1.740 3.383 2.555
H: -0.729 -2.850 -3.615
H: -6.437 2.268 -2.155
H: -4.307 2.536 4.832
H: -0.832 0.819 -4.982
H: -3.388 -0.308 -3.846
H: 6.395 -2.022 0.034
H: 1.095 -3.236 1.542
H: 3.511 1.803 1.270
H: -1.332 -4.545 -1.128
H: -2.205 -1.601 -3.979
H: -3.904 2.795 2.420
H: -0.171 -0.759 -4.559
H: -0.962 3.041 -1.570
H: 2.388 4.670 0.538
H: 4.213 -2.430 1.115
H: -2.440 -4.230 -2.448
H: 3.553 -1.019 4.268
H: -4.705 0.769 -1.272
H: 3.421 -0.786 -3.915
H: 1.720 -1.529 -0.038
H: 1.290 -2.039 -4.189
H: 1.034 4.487 -1.523
H: 0.891 2.018 -3.812
H: -0.162 -4.487 -3.277
H: -3.276 0.637 6.052
H: 3.866 -3.049 5.641
H: 2.628 -3.073 -3.710
H: -2.705 4.119 0.508
H: 1.420 -5.279 2.919

Values from the calculation:
E_HOMO (spin up / spin down)   -9.7 / -9.7 eV
Net charge   +1
Kohn-Sham gap (spin up / spin down)   0.2434 / 0.2917 hartree
Multiplicity   2
Energy above the lowest of the compared OMol25 structures with the same formula, charge and spin   56.3 kJ/mol

Results of the Mulliken charge analysis, in e, for atoms 1 through 2: 1.160, 0.451

[5]
This record from the Open Molecules 2025 dataset describes a 2-piece molecular cluster, C38H41BO3S overall. The level of theory is wB97M-V/def2-TZVPD.

Geometry (Å):
S: -3.529 -0.232 -1.674
O: -3.724 -1.885 7.843
O: -1.258 2.031 2.623
O: -3.515 1.689 3.169
C: -3.111 -0.989 9.960
C: -3.341 3.121 3.068
C: -0.845 -2.632 10.066
C: -4.282 -2.867 -1.290
C: -4.001 -1.298 4.280
C: -5.294 0.418 0.090
C: -1.044 4.393 2.703
C: -2.292 -0.567 2.510
C: -3.268 3.663 4.499
C: -1.951 -1.616 6.166
C: -2.967 -2.840 1.684
C: -4.055 -5.553 -2.130
C: -0.934 -2.674 -0.204
C: -2.450 -3.998 1.126
C: -3.287 -1.790 6.535
C: -4.699 2.303 -1.564
C: -3.333 -4.540 -2.781
C: -2.822 -1.875 8.917
C: -2.138 3.306 0.767
C: -1.664 -1.227 4.860
C: -5.091 -3.875 -0.717
C: -1.959 3.260 2.285
C: -1.721 -2.736 8.980
C: -2.327 -1.602 1.473
C: -5.139 -0.991 0.200
C: -3.868 -6.998 -2.480
C: -1.408 -1.524 0.401
C: -4.289 -1.524 -0.762
C: -4.968 -5.196 -1.129
C: -2.676 -1.044 3.910
C: -4.556 0.957 -0.959
C: -1.080 -1.694 11.075
C: -4.307 -1.698 5.573
C: -3.462 -3.215 -2.387
C: -1.386 -3.933 0.222
C: -4.576 3.672 2.383
C: -0.806 -5.200 -0.319
C: -2.218 -0.882 11.024
B: -2.273 1.185 2.929
H: -2.421 -0.161 11.818
H: -3.202 -7.497 -1.761
H: -5.799 -3.606 0.073
H: -1.200 -0.311 2.546
H: -1.504 5.361 2.468
H: -2.878 -4.972 1.382
H: -4.789 -1.156 3.541
H: -5.653 -1.605 0.933
H: -1.028 -0.540 0.118
H: -5.330 -1.881 5.880
H: -4.823 -7.532 -2.454
H: -0.377 -1.601 11.905
H: -2.898 -2.437 -2.912
H: -4.173 3.361 5.044
H: -3.227 4.759 4.498
H: -5.576 -5.974 -0.668
H: -1.535 -3.444 8.170
H: -2.759 2.479 0.383
H: -4.468 4.752 2.223
H: -0.626 -1.053 4.577
H: -1.404 -5.592 -1.153
H: -3.433 -7.114 -3.477
H: -2.393 3.278 5.043
H: -4.768 3.186 1.416
H: -4.010 -0.375 9.899
H: -0.106 4.317 2.141
H: -2.587 4.266 0.472
H: -0.184 -2.618 -1.000
H: -0.815 4.352 3.774
H: 0.211 -5.035 -0.686
H: -5.454 3.510 3.022
H: -3.782 2.896 -1.454
H: -1.148 -1.733 6.888
H: -3.831 -2.903 2.346
H: -0.784 -5.973 0.460
H: -1.155 3.231 0.283
H: -5.543 2.822 -1.095
H: -5.957 1.025 0.705
H: -4.902 2.210 -2.642
H: 0.024 -3.291 10.105
H: -2.668 -4.810 -3.606

Values from the calculation:
E_HOMO   -6.8 eV
SMILES   Cc1ccc([C@@H](B2OC(C)(C)C(C)(C)O2)c2ccc(Oc3ccccc3)cc2)cc1.Cc1ccc(-c2ccc(C)s2)cc1
Kohn-Sham gap   0.2693 hartree
Energy above the lowest of the compared OMol25 structures with the same formula, charge and spin   126.4 kJ/mol

Results of the Mulliken charge analysis, in e, for atoms 1 through 2: -0.348, -0.453

no.,molecular weight (g mol⁻¹)
1,789.233
2,879.201
3,842.958
4,838.010
5,588.622